{
  "formula": "C14H70Fe2O25",
  "method": "wB97M-V/def2-TZVPD",
  "spin_multiplicity": 9,
  "charge": 2,
  "orbital_gap_ev": [7.88, 7.87],
  "s2": 20.0121,
  "homo_ev": [-12.76, -12.76],
  "fmax_ev_per_a": 8.72,
  "elements": ["Fe", "Fe", "C", "O", "O", "O", "C", "O", "H", "H", "H", "H", "C", "O", "H", "H", "H", "H", "C", "O", "H", "H", "H", "H", "C", "C", "O", "H", "H", "H", "H", "H", "H", "C", "C", "O", "H", "H", "H", "H", "H", "H", "C", "C", "O", "H", "H", "H", "H", "H", "H", "C", "C", "O", "H", "H", "H", "H", "H", "H", "C", "C", "O", "H", "H", "H", "H", "H", "H", "O", "H", "H", "O", "H", "H", "O", "H", "H", "O", "H", "H", "O", "H", "H", "O", "H", "H", "O", "H", "H", "O", "H", "H", "O", "H", "H", "O", "H", "H", "O", "H", "H", "O", "H", "H", "O", "H", "H", "O", "H", "H"],
  "xyz": [[-0.4168, 0.2571, -2.9282], [-1.2890, -1.9825, 1.8787], [-0.7584, -0.2199, 0.1445], [-0.4422, 0.3283, -0.8419], [-0.0778, -0.2968, 1.1511], [-1.7961, -0.9225, 0.1944], [-3.0754, 4.2872, -1.4400], [-3.1151, 5.5723, -0.8767], [-2.1226, 3.8023, -1.2274], [-3.8635, 3.6020, -1.1276], [-3.0368, 4.2798, -2.5293], [-3.8826, 5.5380, -0.3011], [-2.1023, 2.8632, 1.4053], [-2.9882, 2.0083, 2.2109], [-1.8498, 2.3538, 0.4753], [-2.6875, 3.7779, 1.3106], [-1.1323, 3.0683, 1.8580], [-3.7751, 2.5128, 2.4295], [4.5396, 2.5973, 1.1155], [5.7931, 3.1329, 1.5706], [3.9347, 2.2250, 1.9423], [4.0223, 3.4591, 0.6938], [4.6892, 1.8407, 0.3452], [5.9294, 2.5828, 2.3454], [4.1053, -2.7320, -0.7571], [3.5642, -1.5067, -0.0695], [2.2036, -1.4101, -0.3542], [3.8976, -2.7735, -1.8263], [3.7687, -3.6535, -0.2821], [5.1938, -2.6794, -0.7801], [4.0801, -0.5785, -0.3151], [3.8987, -1.6004, 0.9636], [1.7679, -0.8695, 0.3088], [-6.9136, -2.1549, 1.9596], [-6.0099, -1.5800, 0.9662], [-5.5248, -0.3735, 1.5816], [-7.1375, -3.1865, 1.6879], [-7.8302, -1.5652, 1.9454], [-6.5538, -2.2050, 2.9874], [-6.2868, -1.4022, -0.0729], [-5.2271, -2.3262, 0.8300], [-6.2486, 0.1238, 1.9695], [1.5398, 3.6963, 3.4966], [1.4264, 2.2454, 3.3593], [1.6447, 1.7560, 2.0265], [2.5025, 4.1158, 3.7886], [0.9035, 4.0080, 4.3248], [1.1217, 4.2833, 2.6789], [0.3866, 2.0135, 3.5900], [2.0714, 1.8924, 4.1639], [1.0818, 1.0295, 1.7493], [5.1254, -0.4808, 3.8401], [6.3947, 0.0205, 3.1881], [6.5040, 1.3966, 3.5969], [5.3114, -0.4768, 4.9141], [5.0476, -1.5030, 3.4699], [4.2864, 0.1421, 3.5301], [6.3876, 0.0246, 2.0981], [7.2831, -0.5597, 3.4377], [6.6729, 1.3918, 4.5419], [3.7283, 0.7711, -4.6325], [3.6155, 0.3221, -6.0183], [4.0326, -1.0254, -6.1520], [4.7076, 0.6159, -4.1798], [3.0001, 0.1869, -4.0698], [3.3415, 1.7720, -4.4412], [4.3248, 0.9078, -6.6030], [2.5855, 0.5298, -6.3081], [4.8570, -1.0626, -5.6615], [0.9686, 2.8180, -0.3154], [1.3220, 3.0188, 0.5513], [0.3308, 2.1216, -0.1590], [-2.1189, -0.6134, 3.2782], [-2.3858, 0.2668, 3.0131], [-2.5066, -0.7307, 4.1455], [-1.6556, -1.5806, -3.0686], [-1.6690, -2.5134, -3.2826], [-2.4339, -1.4472, -2.5276], [-0.1349, 0.2936, -5.0274], [-0.2782, 0.8726, -5.7761], [-0.0847, -0.5832, -5.4082], [-2.1924, 1.1704, -2.9437], [-2.7991, 1.2736, -2.2105], [-2.7008, 1.4257, -3.7135], [-2.4843, -3.5443, 2.2320], [-3.1035, -3.7543, 2.9312], [-2.5367, -4.2894, 1.6333], [-0.2166, -3.3953, 0.7183], [0.5197, -3.2043, 0.1372], [-0.4947, -4.2774, 0.4714], [-3.4558, -3.9479, -1.6176], [-3.8986, -3.2391, -2.0842], [-2.8706, -4.3350, -2.2686], [-3.3858, -5.6324, 0.6550], [-3.2802, -6.4649, 0.1945], [-3.4199, -4.9759, -0.0409], [0.6355, 1.9553, -2.9872], [1.1040, 2.5289, -3.5936], [0.6957, 2.3996, -2.1415], [0.2118, -2.4066, 3.4259], [0.2276, -2.5500, 4.3722], [1.1293, -2.4639, 3.1591], [1.0385, -1.0862, -2.7050], [1.5245, -1.0498, -1.8812], [1.4462, -1.8019, -3.1927], [-4.0576, 0.5667, -0.7202], [-4.5713, 0.5466, 0.0872], [-3.2631, 0.0753, -0.5115], [-4.4405, -1.3702, -2.5285], [-4.4900, -0.7167, -1.8308], [-5.3535, -1.5661, -2.7390]],
  "forces_ev_per_a": [[-0.1, -0.5, 0.3], [0.4, 1.3, -0.2], [-2.0, -3.2, 2.2], [2.2, 4.8, -6.9], [4.2, 0.3, 4.8], [-4.4, -2.1, -0.3], [1.1, -0.9, -0.8], [-0.5, -0.4, 0.2], [0.2, 0.0, 0.5], [-0.2, 0.2, 0.2], [-0.6, 0.6, -0.3], [0.0, 0.6, 0.1], [-0.9, -0.3, 0.7], [1.1, -0.2, -0.2], [-0.6, 0.1, -0.2], [0.7, 0.2, -0.7], [-0.2, 0.0, 0.6], [0.1, 0.0, 0.0], [0.5, 1.4, 0.0], [-1.0, -0.8, -0.2], [0.1, -0.2, -0.1], [-0.4, -0.2, -0.3], [-0.1, -0.2, -0.1], [1.0, 0.2, 0.5], [0.8, 0.2, -0.7], [2.1, -0.1, -0.1], [-1.1, -0.3, 0.5], [-0.5, 0.1, -0.1], [0.1, 0.0, 0.0], [0.1, -0.3, 0.5], [0.0, 0.1, -0.8], [-1.1, -0.2, 0.7], [-0.5, 0.5, 0.3], [-2.3, -1.2, -0.2], [1.7, 0.3, 0.6], [1.4, 0.4, -1.0], [-0.5, 0.0, 0.0], [-0.4, -0.3, 0.3], [0.5, 0.3, -0.2], [-1.1, 0.2, 0.2], [1.0, 0.5, 0.3], [-0.3, -0.2, -0.1], [-0.3, 2.6, 0.3], [-1.2, -1.0, -0.3], [1.4, 0.9, 0.6], [0.3, -0.3, -0.5], [-0.1, -0.2, 0.3], [0.2, -0.1, -0.4], [0.0, -0.4, 0.3], [0.2, -1.2, -0.4], [-0.6, -0.5, 0.5], [1.0, -0.8, -0.8], [-0.2, 1.2, 0.1], [0.7, -0.4, -0.3], [-0.5, -0.1, 0.0], [-0.7, -0.3, 0.4], [0.0, -0.1, 0.2], [-0.4, 0.1, -0.1], [0.0, 0.0, 0.4], [0.1, 0.2, 0.1], [-1.0, -0.1, 2.2], [1.3, 0.7, -0.9], [-0.9, -0.3, 0.1], [0.1, 0.3, -0.1], [0.1, -0.4, 0.4], [0.6, 0.4, -0.3], [-0.4, 0.4, -0.6], [0.1, -0.7, -0.7], [0.2, -0.3, -0.1], [-0.4, 0.4, -1.3], [0.4, -0.1, 0.4], [-0.1, -0.4, 0.2], [0.0, -0.5, 0.5], [-0.2, 1.0, -0.6], [-0.1, -0.2, 0.2], [0.2, 0.1, -0.2], [0.3, -0.1, -0.1], [-0.7, 0.0, 0.2], [0.0, -0.3, -0.3], [-0.1, 0.4, -0.2], [0.1, -0.4, -0.2], [-0.7, 0.5, -0.4], [-0.4, 0.1, 0.9], [-0.1, 0.0, -0.4], [-0.3, 0.0, 0.5], [-0.3, 0.1, 0.3], [-0.2, -1.0, -0.5], [0.2, -0.3, -0.1], [0.5, 0.5, -0.2], [-0.2, -0.4, 0.1], [0.5, -0.4, 0.2], [-0.5, 0.7, 0.0], [0.1, -0.4, -0.2], [0.4, 0.2, 0.6], [0.0, -0.4, 0.1], [-0.4, 0.4, -0.8], [0.3, 0.5, -0.3], [0.2, -0.1, -0.4], [0.3, 0.5, 1.2], [0.0, -0.1, -0.1], [-0.3, 0.0, 0.4], [0.3, 0.0, -0.3], [0.3, -0.6, -0.9], [0.7, 0.0, 1.4], [0.1, -0.1, -0.4], [-0.1, 0.5, -1.3], [-0.4, 0.0, 0.9], [0.9, -0.6, 0.8], [0.1, -1.0, -0.7], [0.0, 0.9, 0.9], [-0.3, -0.1, -0.3]]
}